No. 1
3 unconnected molecules or ions with the total composition C16H34BNO8 at a distorted geometry, computed with the ωB97M-V functional and the def2-TZVPD basis.

Structure (XYZ):
```
60
Properties=species:S:1:pos:R:3:forces:R:3:lowdin_charge:R:1
C -1.552 -3.955 2.022 0.0863 0.0555 0.3665 -0.10
C -0.632 -5.184 2.231 -0.0074 -0.0875 0.0272 -0.25
C -0.757 -6.343 1.199 0.2206 0.0723 0.0326 -0.20
C -0.886 -5.978 -0.292 -0.0164 -0.0771 0.0402 -0.21
C 0.380 -5.535 -1.039 -0.0278 -0.0787 -0.3754 -0.19
C 1.129 -4.319 -0.491 0.2117 -0.1839 0.4160 -0.17
C 2.175 -3.775 -1.452 0.4134 0.1680 -0.0581 -0.14
O 1.573 -3.480 -2.741 0.2939 -0.3693 0.3458 0.03
C 0.828 -2.367 -2.696 -0.5997 -1.0464 -0.6479 -0.60
O 1.208 -1.307 -2.345 0.5466 1.5418 0.6084 0.17
O -0.409 -2.644 -3.130 -0.6570 -0.1886 -0.1354 0.22
B -1.537 -2.300 -2.343 -0.2747 0.1407 -0.2962 -0.72
N -1.685 -1.000 -1.775 0.7607 -0.1111 0.4322 0.23
O -2.496 -3.284 -2.268 0.4821 -0.3164 0.6017 0.17
H -2.102 -3.722 2.945 0.1417 -0.0988 -0.2746 0.07
H -2.305 -4.124 1.246 0.1131 0.0554 0.0351 0.05
H -0.981 -3.045 1.792 -0.1997 -0.2537 -0.1661 0.06
H 0.415 -4.859 2.293 -0.2515 0.0027 -0.0757 0.09
H -0.862 -5.600 3.223 0.1612 -0.0302 -0.2989 0.10
H 0.134 -6.990 1.287 -0.2707 0.1106 0.1577 0.11
H -1.616 -6.966 1.494 0.1543 0.1932 -0.1942 0.10
H -1.655 -5.209 -0.431 0.0844 -0.0636 0.0252 0.08
H -1.262 -6.862 -0.833 0.0416 0.2219 0.2140 0.11
H 1.101 -6.370 -1.113 -0.2729 0.1676 0.0888 0.12
H 0.060 -5.318 -2.070 0.1800 -0.0350 0.2571 0.12
H 0.446 -3.513 -0.183 0.0309 -0.1309 -0.1441 0.12
H 1.678 -4.616 0.419 -0.1873 0.1984 -0.1394 0.12
H 2.982 -4.500 -1.638 -0.4172 0.1690 -0.1124 0.13
H 2.634 -2.852 -1.069 -0.1186 -0.2661 -0.0585 0.13
H -0.931 -0.377 -2.044 0.0017 -0.1163 0.1874 0.07
H -1.789 -0.955 -0.763 -0.4407 0.1362 -0.2550 0.08
H -2.929 -3.344 -1.404 -0.1675 0.3011 -0.5001 0.10
C -2.972 3.502 0.255 -0.0061 -0.1168 -0.0066 -0.06
C -2.522 3.171 1.662 -0.0474 0.0573 0.0238 -0.23
O -2.343 1.758 1.861 0.0580 0.1136 -0.0053 0.00
C -1.195 1.132 1.535 -0.0986 -0.2682 0.1295 -0.52
C -0.141 1.877 0.757 0.0473 -0.1145 0.1994 0.02
O -1.079 -0.026 1.860 0.0377 0.1880 -0.2713 0.08
H -2.216 3.228 -0.480 0.0263 0.0346 -0.0001 0.07
H -3.159 4.573 0.169 -0.0011 0.0091 0.0078 0.08
H -3.890 2.966 0.017 -0.0098 0.0171 -0.0040 0.08
H -1.618 3.715 1.934 0.0040 -0.0109 -0.0021 0.10
H -3.295 3.438 2.381 -0.0070 -0.0022 -0.0115 0.12
H -0.273 1.648 -0.300 -0.0143 -0.0373 -0.0891 0.09
H 0.831 1.500 1.064 -0.0115 -0.0518 -0.0473 0.10
H -0.163 2.951 0.884 0.0481 0.0232 -0.0352 0.03
C 3.923 7.594 0.265 -0.0639 -0.0259 0.0704 -0.06
C 3.509 6.314 -0.426 0.0646 0.0084 -0.0275 -0.23
O 2.546 5.569 0.334 -0.0212 0.0162 -0.0881 0.01
C 1.226 5.813 0.271 0.0135 -0.0868 0.1374 -0.51
C 0.711 7.032 -0.454 0.0158 -0.0810 -0.1100 0.02
O 0.487 5.056 0.846 -0.0741 0.1719 -0.0349 0.09
H 3.086 8.284 0.374 0.0039 0.0060 -0.0328 0.07
H 4.703 8.093 -0.311 0.0113 -0.0046 -0.0034 0.08
H 4.312 7.374 1.259 0.0168 0.0082 -0.0060 0.08
H 3.140 6.491 -1.437 -0.0099 0.0027 0.0077 0.11
H 4.355 5.634 -0.510 0.0128 0.0149 0.0059 0.12
H 0.580 7.828 0.279 0.0011 0.0146 0.0056 0.10
H -0.262 6.787 -0.870 -0.0250 0.0081 0.0568 0.09
H 1.357 7.394 -1.248 0.0136 0.0254 0.0269 0.07
```
Forces are in eV/Å.

Results
Gap between HOMO and LUMO in eV: 10.5
SMILES: CCCCCCCOC(=O)OB(N)O.CCOC(C)=O.CCOC(C)=O
F_max in Eh/bohr: 0.034
Calculated total energy in eV: -35693.8074

=====

No. 2
A molecular structure, C16H34BNP2W at a distorted geometry, computed with the ωB97M-V functional and the def2-TZVPD basis.

Structure (XYZ):
```
55
Properties=species:S:1:pos:R:3:forces:R:3:lowdin_charge:R:1
P -1.299 0.850 -1.772 -0.0452 -3.1365 -4.4687 0.75
P 1.304 -2.002 -1.251 -0.3490 -1.5906 0.6982 0.90
C -0.105 -0.249 -2.952 0.4105 1.1211 0.4169 -0.29
C 0.186 -1.724 -2.640 0.0583 -0.4961 0.0387 -0.29
H 0.834 0.314 -3.004 -0.0894 -0.1327 -0.1502 0.08
H -0.587 -0.197 -3.939 0.0893 0.1974 0.4090 0.09
H -0.706 -2.345 -2.443 0.1790 0.3786 -0.0982 0.11
H 0.732 -2.227 -3.463 -0.5093 0.5213 -0.1132 0.12
C 3.039 -2.161 -1.861 -0.2738 0.2667 -0.0984 -0.14
H 3.746 -2.147 -1.005 -0.4406 0.0211 -0.6055 0.08
H 3.280 -1.384 -2.613 0.0033 -0.3979 0.5382 0.08
H 3.026 -3.164 -2.325 0.3051 0.5024 0.0326 0.07
C 1.165 -3.691 -0.493 -0.0487 -0.1698 -0.4919 -0.12
H 1.725 -4.382 -1.139 -0.3544 -0.0868 0.4374 0.07
H 0.092 -3.945 -0.396 0.7306 -0.1026 -0.1044 0.08
H 1.629 -3.605 0.515 -0.2305 -0.3703 -0.7716 0.08
C -1.284 2.576 -2.556 0.2097 -1.0783 -1.4136 -0.31
H -1.746 3.393 -1.899 -0.5736 0.5097 -1.4052 0.02
H -1.885 2.488 -3.467 -0.1483 0.5055 0.2513 0.09
H -0.288 2.932 -2.795 0.1826 0.0398 -0.1244 0.07
C -2.829 0.089 -2.569 0.2485 0.1747 0.7504 -0.22
H -2.982 -0.913 -2.138 -0.0356 0.2892 -0.1770 0.06
H -2.645 -0.001 -3.652 -0.1310 0.0722 0.5110 0.06
H -3.727 0.696 -2.386 0.2944 -0.2011 0.0003 0.06
W -1.576 2.507 -0.315 0.3112 0.0486 2.6644 1.11
C -0.121 -0.695 3.224 -0.9717 2.3022 -0.9606 -0.06
C 1.104 -0.203 2.939 1.2834 -2.3955 3.6319 -0.09
C 2.186 -1.055 2.269 0.9495 1.1174 -1.0645 -0.16
C 2.773 -0.189 1.090 -0.6087 -0.4833 0.8025 -0.14
C 1.698 -0.389 0.060 0.0037 1.2910 2.3071 -0.22
C 0.719 -1.387 0.314 -0.8919 2.7607 -3.1174 -0.35
C -0.560 -1.789 0.958 -0.5419 -1.4456 0.7315 -0.18
C -1.125 -0.980 2.151 -0.0183 -1.6687 -0.3467 -0.17
C -3.452 2.967 0.274 -0.7378 0.3167 0.0369 -0.27
H -0.601 -0.547 4.192 0.2410 0.6254 -0.1260 0.12
H 1.572 0.274 3.833 -0.3387 -0.0345 -0.7565 0.11
H 1.784 -2.059 1.954 0.6107 1.0760 0.2015 0.11
H 2.993 -1.285 2.969 -0.3345 0.2208 0.3037 0.13
H 2.820 0.880 1.408 0.1446 -0.6967 -0.1951 0.13
H 3.781 -0.479 0.737 -0.4689 0.0452 0.0857 0.12
H 1.398 0.519 -0.520 0.4603 -1.1923 -0.8444 0.12
H -2.601 1.247 -0.061 0.0460 -0.4447 0.0250 -0.01
H -0.465 -2.841 1.302 -0.0706 0.4924 0.0455 0.12
H -1.365 -1.858 0.188 0.5123 0.1389 0.1731 0.12
H -1.696 -0.104 1.768 0.7701 -0.0974 0.5138 0.09
H -1.893 -1.616 2.603 -0.1505 -0.0254 -0.2945 0.12
H -3.569 2.483 1.237 -0.4001 -0.0055 0.3642 0.03
H -4.285 2.727 -0.366 -0.4944 0.2030 -0.0298 0.04
H -3.348 4.037 0.419 -0.2275 0.7735 -0.0003 0.04
B 0.734 3.585 3.409 0.5314 0.1359 0.3918 -0.33
C 0.219 3.175 2.076 -1.1103 -0.1971 -0.3850 -0.12
N -0.316 2.866 1.052 1.9667 0.3451 2.1348 -0.07
H -0.250 3.773 4.124 0.2938 -0.0369 -0.4762 0.08
H 1.375 4.611 3.160 -0.1987 -0.4343 0.2226 0.08
H 1.389 2.623 3.793 -0.0418 0.4279 -0.1006 0.05
```
Forces are in eV/Å.

Results
Gap between HOMO and LUMO (spin up / spin down) in eV: 6.8 / 5.9
2S+1: 3
Energy relative to the best compared isomer or geometry (same formula, charge and spin) in kJ/mol: 286.62
F_max in Eh/bohr: 0.106
Charge: +2
<S²>: 2.4553
Calculated total energy in eV: -39684.9310